Record 1
The following is a quantum chemistry calculation of the ion C6H14NO with charge +1 at a distorted geometry, from the OMol25 dataset.

## Properties
* SMILES: CC(C)C[C@H]([NH3+])C=O
* Kohn-Sham gap: 10.583 eV
* net charge: +1
* LUMO: -3.97 eV
* energy: -9979.213 eV

Cartesian coordinates (Å):
1 C -1.0334 -2.0763 0.8121
2 C -0.7501 -0.5820 0.6968
3 C -0.8115 0.1971 2.0323
4 C 0.6176 -0.3043 0.0231
5 C 0.7320 0.9774 -0.7530
6 N -0.2489 1.0157 -1.9065
7 C 2.1603 1.2075 -1.2727
8 O 2.8821 1.9362 -0.6659
9 H -0.5042 -2.6039 0.0238
10 H -2.0932 -2.3180 0.7175
11 H -0.6931 -2.4709 1.7665
12 H -1.4988 -0.1170 0.0438
13 H -0.0221 0.9384 2.1115
14 H -0.7761 -0.4824 2.8884
15 H -1.7936 0.6483 2.1793
16 H 0.9036 -1.1630 -0.6021
17 H 1.4440 -0.3246 0.7456
18 H 0.5304 1.8519 -0.1350
19 H -1.1184 0.5346 -1.6493
20 H 0.1085 0.5309 -2.7387
21 H -0.5334 1.9664 -2.1565
22 H 2.4983 0.6382 -2.1610

Record 2
The following is a quantum chemistry calculation of a cluster of 12 separate species, C45H87N9O24 in total at a distorted geometry, from the OMol25 dataset.

## Properties
* SMILES: O=C1C=C(O)C(=O)C=C1O.O=C1C=C(O)C(=O)C=C1O.O=C1C=C(O)C(=O)C=C1O.C[N+](=O)[O-].C[N+](=O)[O-].C[N+](=O)[O-].COC[C@H](C)N.COC[C@H](C)N.COC[C@H](C)N.COC[C@H](C)N.COC[C@H](C)N.COC[C@H](C)N
* Kohn-Sham gap: 6.979 eV
* LUMO: -1.86 eV
* energy: -110608.128 eV

Cartesian coordinates (Å):
1 O 0.6111 5.4501 -3.7535
2 C 0.5732 4.3509 -4.2664
3 C 1.2245 3.9560 -5.5477
4 C 1.1785 2.6886 -6.0141
5 O 1.8431 2.2856 -7.0931
6 C 0.3901 1.6151 -5.3920
7 O 0.1380 0.5690 -5.9620
8 C -0.0859 1.9199 -4.0781
9 C 0.0037 3.1686 -3.5503
10 O -0.2494 3.3881 -2.2216
11 H 1.7209 4.7515 -6.0834
12 H 1.3802 1.5010 -7.3960
13 H -0.4144 1.0890 -3.4714
14 H -0.0913 4.2898 -1.9326
15 O 2.6012 5.9006 4.9768
16 C 2.0269 4.9390 5.5071
17 C 1.6425 4.7666 6.8858
18 C 1.0903 3.6914 7.4105
19 O 0.7955 3.5519 8.7350
20 C 0.9573 2.4384 6.6308
21 O 0.7922 1.3322 7.1215
22 C 1.2887 2.6081 5.2139
23 C 1.5848 3.7479 4.6484
24 O 1.5746 3.9167 3.2967
25 H 1.7668 5.5002 7.6687
26 H 0.5364 2.6532 8.9512
27 H 1.1070 1.7638 4.5654
28 H 1.9534 4.7878 3.1574
29 O -3.6957 2.3561 -0.2187
30 C -4.4351 1.4290 -0.4700
31 C -5.6961 1.5402 -1.2071
32 C -6.5602 0.5131 -1.2963
33 O -7.6711 0.6085 -2.0210
34 C -6.3320 -0.8132 -0.6812
35 O -7.0724 -1.7768 -0.5897
36 C -4.9747 -0.9951 -0.1244
37 C -4.1757 0.0097 0.0229
38 O -3.0958 -0.1606 0.8177
39 H -6.0071 2.4975 -1.5984
40 H -8.2024 -0.1881 -2.0899
41 H -4.4970 -1.8557 0.3202
42 H -2.5356 0.6150 0.8969
43 C 4.1104 -2.4920 2.8364
44 N 4.9590 -2.3212 4.0341
45 O 4.7915 -1.3081 4.6436
46 O 5.8910 -3.0588 4.2142
47 H 3.3171 -1.7459 2.8815
48 H 3.6905 -3.4874 2.9812
49 H 4.6165 -2.2743 1.8958
50 C 6.4933 0.1103 -1.0394
51 N 6.9578 0.1312 0.3363
52 O 6.1304 -0.0580 1.2159
53 O 8.1594 0.3242 0.6243
54 H 7.3047 0.3110 -1.7389
55 H 5.7022 0.8596 -1.0106
56 H 6.1459 -0.9033 -1.2396
57 C -2.4887 -2.7691 2.6836
58 N -1.7210 -4.0129 3.1420
59 O -0.7375 -4.3285 2.5062
60 O -2.1129 -4.5914 4.1752
61 H -2.3440 -2.6083 1.6152
62 H -2.3103 -1.8903 3.3032
63 H -3.5613 -2.9620 2.6632
64 C -7.8455 -0.0439 3.6926
65 O -6.5018 0.2748 3.7911
66 C -6.1068 0.9377 5.0349
67 C -4.5644 0.8682 5.1116
68 C -3.8592 1.5494 6.3217
69 N -3.7791 1.2880 3.9048
70 H -8.3944 0.8443 3.3794
71 H -8.2915 -0.3468 4.6399
72 H -8.0100 -0.8472 2.9745
73 H -6.5377 1.9361 4.9591
74 H -6.5559 0.3428 5.8301
75 H -4.2566 -0.1773 5.0968
76 H -3.7924 2.6317 6.2109
77 H -2.7870 1.3614 6.3766
78 H -4.3586 1.3534 7.2706
79 H -4.3281 0.8283 3.1925
80 H -4.0781 2.2374 3.7332
81 C 2.5974 -1.0509 -3.5660
82 O 4.0253 -1.1773 -3.3034
83 C 4.4752 -2.2006 -4.2550
84 C 5.9922 -2.5020 -4.1114
85 C 6.6166 -3.0812 -5.3691
86 N 6.2589 -3.3758 -3.0191
87 H 1.9730 -1.9444 -3.5629
88 H 2.5752 -0.7127 -4.6019
89 H 2.1122 -0.2114 -3.0680
90 H 3.9241 -3.1320 -4.1248
91 H 4.2175 -1.8107 -5.2397
92 H 6.4117 -1.5051 -3.9760
93 H 6.4483 -2.3804 -6.1868
94 H 6.2241 -4.0844 -5.5351
95 H 7.7033 -3.1619 -5.3913
96 H 6.0768 -2.8504 -2.1760
97 H 5.6961 -4.2091 -2.9240
98 C 2.3956 -3.3424 -0.7146
99 O 2.1515 -4.0891 -1.8699
100 C 1.2078 -5.1827 -1.6959
101 C 0.7876 -5.7266 -3.0962
102 C 2.0116 -5.8539 -4.1011
103 N -0.0844 -4.8202 -3.7453
104 H 2.9755 -3.9644 -0.0328
105 H 1.5613 -3.0168 -0.0933
106 H 2.9861 -2.5003 -1.0755
107 H 1.4873 -5.9925 -1.0219
108 H 0.3248 -4.8429 -1.1547
109 H 0.0900 -6.5556 -2.9772
110 H 2.8231 -6.0858 -3.4113
111 H 2.2214 -4.9303 -4.6406
112 H 1.9807 -6.6850 -4.8056
113 H 0.3010 -3.8981 -3.8915
114 H -0.8744 -4.7318 -3.1222
115 C -1.8117 -2.3583 -2.0359
116 O -2.2870 -3.6639 -2.1794
117 C -3.4456 -3.8851 -1.4841
118 C -4.0793 -5.2492 -1.7779
119 C -3.1463 -6.4779 -1.5968
120 N -4.6612 -5.2770 -3.0552
121 H -1.3907 -1.9704 -1.1083
122 H -2.6247 -1.7176 -2.3774
123 H -1.0188 -2.1907 -2.7649
124 H -3.3645 -3.8101 -0.3997
125 H -4.1229 -3.1151 -1.8536
126 H -4.9890 -5.3575 -1.1874
127 H -2.9117 -6.6409 -0.5449
128 H -2.1190 -6.2700 -1.8959
129 H -3.3542 -7.4501 -2.0435
130 H -5.2268 -4.4436 -3.1301
131 H -3.9661 -5.1249 -3.7719
132 C -1.0466 5.3358 0.4958
133 O -0.2135 5.3473 -0.5361
134 C 1.1571 5.5514 -0.2713
135 C 1.4081 7.1030 0.0377
136 C 0.7813 8.0513 -0.9733
137 N 2.8398 7.4784 0.0176
138 H -0.6042 5.9052 1.3132
139 H -1.2622 4.3105 0.7964
140 H -1.9251 5.8685 0.1315
141 H 1.4592 4.9553 0.5898
142 H 1.7511 5.2885 -1.1466
143 H 1.0280 7.4013 1.0147
144 H -0.2945 7.9993 -1.1413
145 H 1.1835 7.9411 -1.9803
146 H 0.8023 9.0999 -0.6765
147 H 2.8862 8.4816 -0.0904
148 H 3.3180 7.0918 -0.7836
149 C 2.6965 0.5585 -0.3370
150 O 1.3408 0.0168 -0.3865
151 C 0.3119 0.8592 -0.1019
152 C 0.1259 0.9444 1.4580
153 C 0.0658 -0.4107 2.1983
154 N -1.1865 1.5922 1.8056
155 H 2.8857 1.3975 -1.0066
156 H 3.4907 -0.1735 -0.4833
157 H 2.8290 0.8003 0.7176
158 H 0.4995 1.8618 -0.4861
159 H -0.6167 0.4494 -0.4994
160 H 0.9116 1.5692 1.8828
161 H -0.3591 -1.1864 1.5612
162 H -0.3886 -0.5597 3.1778
163 H 1.1226 -0.6558 2.3041
164 H -0.7928 2.5093 1.6508
165 H -1.2960 1.4650 2.8016

Record 3
The following is a quantum chemistry calculation of a structure of composition C13H21InN7O2S2 at a distorted geometry, from the OMol25 dataset.

## Properties
* Kohn-Sham gap: 6.642 eV
* net charge: -1
* LUMO: 2.71 eV
* energy: -55194.157 eV

Cartesian coordinates (Å):
1 In -1.3564 0.0281 0.6884
2 C 2.2251 5.3093 2.3823
3 C 1.1782 5.1538 1.3480
4 N 0.9024 5.9966 0.3969
5 N -0.1506 5.4567 -0.2676
6 C -0.5364 4.2702 0.2633
7 S -1.8319 3.3434 -0.1596
8 N 0.3400 4.0738 1.3033
9 N 0.3017 3.0421 2.2179
10 H 2.5929 6.3318 2.3941
11 H 3.0531 4.6325 2.1782
12 H 1.8125 5.0465 3.3553
13 H -0.5637 5.9136 -1.0610
14 H -0.5984 2.5687 2.0948
15 H 0.9980 2.3091 1.9958
16 N 0.2427 -2.2032 1.2086
17 N 1.5185 -1.7509 1.6032
18 C 1.8808 -0.3839 1.5686
19 O 3.0677 -0.1492 1.7625
20 O 0.9578 0.4624 1.4139
21 H -0.0972 -2.8867 1.8839
22 H 0.2556 -2.6486 0.2874
23 H 2.3001 -2.3807 1.4488
24 S -1.0050 -0.7739 -1.9547
25 C 3.1914 -2.2018 -3.9811
26 N 1.8945 -2.7842 -3.7072
27 C 0.8969 -2.1983 -4.5785
28 C 1.5220 -2.5714 -2.3099
29 C 0.2221 -3.2360 -1.9434
30 C 0.1728 -4.6162 -1.8384
31 C -0.9599 -5.2720 -1.3847
32 C -2.0772 -4.5268 -1.0306
33 C -2.0717 -3.1580 -1.1937
34 C -0.9395 -2.4788 -1.6732
35 H 3.4894 -2.4540 -5.0022
36 H 3.9301 -2.6128 -3.2906
37 H 3.1923 -1.1010 -3.8801
38 H 1.1436 -2.4306 -5.6143
39 H 0.8437 -1.1069 -4.4621
40 H -0.0756 -2.6170 -4.3323
41 H 1.4478 -1.4954 -2.0823
42 H 2.3295 -2.9959 -1.7020
43 H 1.0510 -5.1774 -2.1296
44 H -0.9690 -6.3506 -1.3081
45 H -2.9630 -5.0253 -0.6554
46 H -2.9586 -2.5728 -0.9831

Record 4
The following is a quantum chemistry calculation of a cluster of 2 separate species, C6H17N2 in total at a distorted geometry, from the OMol25 dataset.

## Properties
* Kohn-Sham gap: 5.489 eV
* net charge: +1
* LUMO: -8.03 eV
* energy: -9466.720 eV

Cartesian coordinates (Å):
1 C 0.8061 -0.4064 1.5615
2 N 0.0822 -0.1651 0.4287
3 C 0.4851 0.8556 -0.4287
4 C -0.2250 0.8966 -1.7789
5 C -0.4301 -0.4920 -2.3978
6 C 0.5179 1.8421 -2.7123
7 C 0.6975 -1.8661 2.0452
8 N -0.7003 -2.2604 2.1720
9 H 1.8281 -0.0092 1.5351
10 H 0.3594 0.2546 2.3457
11 H -1.2509 -1.9116 1.3920
12 H 1.5755 0.8507 -0.5414
13 H 0.1754 1.7366 0.1862
14 H -1.2190 1.3169 -1.6467
15 H 0.5077 -0.8769 -2.8258
16 H -0.8228 -1.2128 -1.6726
17 H -1.1624 -0.4090 -3.1970
18 H 1.5046 1.4490 -2.9593
19 H 0.5471 2.8574 -2.3255
20 H 0.0187 1.8697 -3.6774
21 H 1.1840 -1.9489 3.0156
22 H 1.2432 -2.4656 1.3145
23 H -2.1367 1.8526 4.0881
24 H -0.8277 -3.2614 2.2004
25 H -2.7575 1.5037 3.8782

no.,molar mass (Da)
1,116.2
2,1138.2
3,486.3
4,117.2